[1]
Below is a structure of composition C28H39BF4MoN3P2 in a non-equilibrium geometry, with properties calculated with ωB97M-V/def2-TZVPD.

Output
E	-2429.1610	a.u.
multiplicity	3
molar mass	662.3	Da
net charge	+3
expectation value of S²	2.04
lowest unoccupied orbital energy (alpha / beta)	-9.42 / -11.41	eV

Atoms and positions in Å:
Mo 1.6849 -1.0705 0.2507
C -2.6216 -2.7293 3.7216
C -2.3123 -1.7060 2.6085
C -3.1328 -2.0380 1.3658
C -0.8119 -1.7056 2.4181
C -0.0175 -0.9296 3.2645
C 1.3525 -1.1093 3.3195
C 1.9965 -2.1216 2.5782
C 3.3874 -2.5709 2.9405
C 1.2142 -2.8735 1.6860
C -0.1670 -2.5939 1.5510
H -3.6872 -2.7060 3.9576
H -2.0663 -2.5150 4.6354
H -2.3679 -3.7396 3.3897
H -2.6057 -0.7183 2.9762
H -2.9566 -3.0597 1.0200
H -2.9372 -1.3488 0.5435
H -4.1941 -1.9667 1.6064
H -0.4929 -0.2359 3.9513
H 1.9405 -0.5498 4.0392
H 4.1184 -1.7688 2.8555
H 3.7092 -3.4068 2.3244
H 3.3902 -2.9019 3.9800
H 1.5835 -3.8268 1.3374
H -0.7629 -3.2666 0.9477
C 3.6623 1.3228 -1.6421
P 2.1620 0.3217 -1.8319
C 0.9976 1.4653 -2.6279
C 2.5275 -0.8539 -3.1828
C 3.4066 -1.9811 -2.6552
P 2.6197 -2.8092 -1.2254
C 3.9737 -3.7741 -0.5209
C 1.4633 -4.0089 -1.9360
H 3.9808 1.6923 -2.6172
H 4.4613 0.7390 -1.1911
H 3.4527 2.1729 -0.9931
H 1.4941 1.8960 -3.4980
H 0.7266 2.2773 -1.9508
H 0.0978 0.9534 -2.9630
H 2.9969 -0.3333 -4.0186
H 1.5709 -1.2461 -3.5405
H 4.3704 -1.5976 -2.3154
H 3.6015 -2.7288 -3.4243
H 4.5208 -4.2362 -1.3435
H 3.6032 -4.5656 0.1308
H 4.6450 -3.1250 0.0346
H 2.0046 -4.6893 -2.5954
H 0.6855 -3.5068 -2.5110
H 0.9949 -4.5971 -1.1459
F 5.1383 2.1888 1.6218
B 4.2021 1.4520 2.1673
F 2.9734 1.4560 1.6086
F 4.4194 0.6185 3.1654
F 3.5575 -0.8501 0.4783
N -3.0917 4.2588 -0.2124
C -4.1026 4.9331 -0.8805
C -4.5729 6.2033 -0.8175
C -5.6145 6.5130 -1.7212
C -6.1610 5.5659 -2.6536
C -5.6867 4.3061 -2.7217
C -4.6168 3.9637 -1.8215
N -3.9510 2.8206 -1.7096
C -3.0407 3.0157 -0.7353
C -2.0637 1.9788 -0.3797
C -2.1056 0.7725 -1.0643
C -1.1241 -0.1768 -0.8406
N -0.1225 0.0094 0.0262
C -0.1244 1.1531 0.7426
C -1.0541 2.1529 0.5700
H -2.5467 4.6304 0.5500
H -4.1779 6.9452 -0.1340
H -6.0222 7.5172 -1.7122
H -6.9645 5.8792 -3.3075
H -6.0817 3.5728 -3.4131
H -2.9011 0.5854 -1.7743
H -1.1304 -1.1179 -1.3724
H 0.6781 1.2767 1.4594
H -0.9748 3.0470 1.1777

***

[2]
Below is a structure of composition C28H39FFeGeN2O8, with properties calculated with ωB97M-V/def2-TZVPD.

Output
E	-5242.3835	a.u.
multiplicity	5
molar mass	679.1	Da
net charge	0
expectation value of S²	6.20
lowest unoccupied orbital energy (alpha / beta)	-0.66 / -0.58	eV

Atoms and positions in Å:
Fe -0.1597 -1.3908 0.6233
O -2.5563 -1.9485 0.3455
C -2.8978 -3.2807 0.6741
C -2.3264 -3.5080 2.0581
N -0.8764 -3.2934 2.0603
C -0.3269 -3.0188 3.3832
C 0.8725 -2.0805 3.2840
O 1.7714 -2.1247 4.0893
O 0.8209 -1.2226 2.2902
C -0.1726 -4.3981 1.3987
C -0.1332 -4.2343 -0.1260
O -0.1520 -5.2162 -0.8428
O -0.0369 -3.0017 -0.5116
H -2.5494 -1.7952 -0.6065
H -2.4903 -3.9812 -0.0570
H -3.9846 -3.3993 0.6958
H -2.5931 -4.5125 2.4131
H -2.7812 -2.7819 2.7354
H -0.0352 -3.9207 3.9285
H -1.0776 -2.5005 3.9825
H -0.6154 -5.3662 1.6523
H 0.8643 -4.4095 1.7438
C 1.6513 2.7062 -5.4214
C 2.3894 1.3800 -5.3012
C 3.8713 1.5669 -5.5853
C 4.6138 0.2501 -5.4638
C 4.3900 -0.3348 -4.0997
C 5.3287 -1.1489 -3.5095
C 5.1009 -1.6869 -2.2463
F 6.0493 -2.4800 -1.7198
C 3.9599 -1.4305 -1.5452
C 2.9923 -0.6023 -2.1274
C 1.7543 -0.3568 -1.3907
O 1.6429 -0.7792 -0.2186
C 0.7604 0.3884 -2.0795
C 1.0577 0.9246 -3.3024
N 2.2143 0.7663 -3.9556
C 3.2018 -0.0502 -3.3974
C -0.6149 0.6625 -1.5440
O -1.3020 1.5260 -2.0613
O -1.0194 -0.0783 -0.5556
H 1.9782 3.2012 -6.3354
H 1.8861 3.3577 -4.5783
H 0.5710 2.5952 -5.4849
H 1.9818 0.6688 -6.0276
H 4.2803 2.3000 -4.8833
H 3.9751 1.9820 -6.5879
H 5.6816 0.3830 -5.6393
H 4.2523 -0.4461 -6.2275
H 6.2539 -1.3822 -4.0212
H 3.7829 -1.8500 -0.5653
H 0.2985 1.5297 -3.7736
C -5.6675 2.4154 1.2255
C -5.2531 1.7078 2.5088
C -3.7373 1.6675 2.7088
C -3.0143 0.9222 1.5804
Ge -1.2458 0.3282 2.1601
C 0.1987 1.6319 1.9230
C -0.1655 3.0534 2.3951
C 0.3307 3.3684 3.8024
C -0.2873 2.4861 4.8782
H -6.7514 2.5140 1.1593
H -5.3286 1.8741 0.3415
H -5.2383 3.4193 1.1802
H -5.6350 0.6818 2.5054
H -5.7127 2.2040 3.3677
H -3.5235 1.2001 3.6772
H -3.3651 2.6944 2.7809
H -2.8940 1.5281 0.6823
H -3.5814 0.0358 1.2901
H -1.3999 -0.2470 3.5839
H 0.4411 1.6436 0.8601
H 1.0716 1.2459 2.4460
H -1.2478 3.2219 2.3525
H 0.2631 3.7762 1.6968
H 0.1189 4.4182 4.0226
H 1.4192 3.2607 3.8261
H -1.3787 2.5633 4.8721
H 0.0599 2.7716 5.8716
H -0.0237 1.4358 4.7362

***

[3]
Below is a structure of composition C28H40AsN5O2V in a non-equilibrium geometry, with properties calculated with ωB97M-V/def2-TZVPD.

Output
E	-4694.5807	a.u.
multiplicity	2
molar mass	604.5	Da
net charge	+2
expectation value of S²	0.77
lowest unoccupied orbital energy (alpha / beta)	-4.89 / -4.83	eV

Atoms and positions in Å:
V -0.2522 0.6813 -0.6656
C -2.5199 0.7092 1.3683
C -3.4086 -0.0444 0.3714
C -2.7119 -1.1584 -0.3576
C -3.2794 -2.4286 -0.3119
C -2.6634 -3.4889 -0.9517
C -1.4564 -3.2424 -1.5864
C -0.9632 -1.9499 -1.5935
N -1.5803 -0.9104 -1.0283
N -1.5139 1.5879 0.7560
C -0.6390 2.1698 1.8026
C 0.8176 1.8080 1.6260
C 1.7572 1.9817 2.6328
C 3.0825 1.6375 2.3907
C 3.4229 1.1143 1.1481
C 2.4273 0.9700 0.2005
N 1.1598 1.3105 0.4340
C -2.2018 2.6634 0.0261
C -1.2414 3.3265 -0.9054
C -1.3523 4.6573 -1.2751
C -0.4216 5.1957 -2.1519
C 0.6250 4.3804 -2.5666
C 0.6645 3.0649 -2.1454
N -0.2752 2.5171 -1.3646
H -1.9953 -0.0273 1.9808
H -3.1758 1.3070 2.0178
H -3.8594 0.6319 -0.3600
H -4.2342 -0.4759 0.9416
H -4.2018 -2.5792 0.2260
H -3.1030 -4.4739 -0.9377
H -0.9102 -4.0370 -2.0686
H -0.0158 -1.7428 -2.0760
H -0.9697 1.8449 2.7952
H -0.7132 3.2653 1.7814
H 1.4683 2.3808 3.5929
H 3.8344 1.7675 3.1527
H 4.4376 0.8273 0.9216
H 2.6250 0.5556 -0.7829
H -2.6672 3.3841 0.7122
H -2.9971 2.2331 -0.5908
H -2.1587 5.2586 -0.8865
H -0.4970 6.2212 -2.4770
H 1.4011 4.7677 -3.2054
H 1.4913 2.4189 -2.4196
O 0.1360 -1.1285 1.1789
C 0.3663 -1.6383 2.2823
C -0.5489 -2.6740 2.8863
C 0.1476 -4.0372 3.0396
C 0.9650 -4.1569 4.3249
C 2.1816 -3.2362 4.3612
C 1.8005 -1.7572 4.3217
N 1.4427 -1.2939 2.9927
H -1.4196 -2.7708 2.2329
H -0.8933 -2.3401 3.8674
H 0.7861 -4.2188 2.1721
H -0.6231 -4.8099 3.0501
H 1.3000 -5.1887 4.4296
H 0.3218 -3.9362 5.1784
H 2.8408 -3.4564 3.5209
H 2.7353 -3.4189 5.2844
H 2.6387 -1.1414 4.6534
H 0.9632 -1.5840 5.0043
H 2.1054 -0.6843 2.5329
C 2.5499 0.7766 -4.8433
As 0.8398 0.2269 -4.0831
C -0.5147 1.4811 -4.7151
C 0.3968 -1.5037 -4.8629
O 0.9809 0.1331 -2.4405
H 2.4767 0.7884 -5.9296
H 3.3270 0.0698 -4.5421
H 2.8177 1.7759 -4.4934
H -0.7655 1.2092 -5.7388
H -0.1303 2.5019 -4.7055
H -1.4102 1.4126 -4.0932
H 0.5109 -1.4416 -5.9440
H -0.6337 -1.7695 -4.6240
H 1.0736 -2.2660 -4.4708

***

For the records above, the corresponding energy relative to the best compared isomer or geometry (same formula, charge and spin) values read 45.7 53.5 0.0 kcal/mol.